Entry 1:
Computed, not measured: one molecule with the formula C5H12N2, with the ωB97M-V functional and the def2-TZVPD basis.

Last column: natural (NBO) charge in e.
Element x y z (Å)
N 2.086 1.069 0.614  -0.64
N 1.476 0.056 -0.176  -0.49
C 0.150 -2.108 -0.362  -0.61
C 0.351 -0.653 0.307  -0.07
C -0.959 1.007 -1.245  -0.68
C -0.814 0.398 0.098  0.01
C -1.340 0.985 1.116  -0.41
H -2.010 1.847 1.057  0.19
H -0.107 0.766 -1.887  0.24
H 0.507 -0.798 1.361  0.16
H -0.533 -1.847 -1.233  0.21
H -0.954 2.128 -1.136  0.22
H 1.682 0.943 1.545  0.33
H -1.070 0.699 2.142  0.19
H -0.380 -2.749 0.281  0.22
H 1.777 1.950 0.276  0.35
H -2.003 0.799 -1.616  0.23
H 1.157 -2.498 -0.804  0.21
H 2.168 -0.665 -0.455  0.35

- lowest unoccupied orbital energy (eV) = 1.1
- strongest force on any atom (eV Å⁻¹) = 4.6
- SMILES = C=C(C)[C@@H](C)NN
- HOMO level (eV) = -8.7

Entry 2:
Computed, not measured: a 3-piece molecular cluster, C3H16N2O2 overall, with the ωB97M-V functional and the def2-TZVPD basis.

Last column: natural (NBO) charge in e.
Element x y z (Å)
O 1.460 -4.083 -1.267  -1.00
O -3.059 3.108 -0.029  -0.96
N 1.161 -2.109 0.689  -0.68
N -0.443 2.540 0.362  -0.71
C 1.286 -0.624 0.188  -0.20
C -0.261 1.277 -0.504  -0.22
C -0.122 -0.035 0.310  -0.48
H 0.912 -4.876 -1.293  0.50
H 2.257 -4.408 -1.699  0.51
H -3.705 2.703 0.548  0.51
H 0.132 3.314 0.018  0.44
H -0.054 2.278 1.262  0.44
H 1.950 -0.144 0.906  0.24
H 2.067 -2.533 0.860  0.46
H 0.629 -1.931 1.531  0.43
H -1.002 1.355 -1.296  0.26
H -0.441 0.060 1.349  0.23
H -1.424 2.894 0.187  0.49
H 0.680 -2.708 0.010  0.48
H -0.864 -0.702 -0.120  0.26
H -3.476 3.976 -0.145  0.52
H 1.622 -0.757 -0.829  0.25
H 0.695 1.406 -1.037  0.23

- lowest unoccupied orbital energy (eV) = -6.2
- strongest force on any atom (eV Å⁻¹) = 2.2
- total charge = +2
- HOMO level (eV) = -18.5

Entry 3:
Computed, not measured: one molecule with the formula C3H9N3O, with the ωB97M-V functional and the def2-TZVPD basis.

Last column: natural (NBO) charge in e.
Element x y z (Å)
O 2.535 0.337 -1.723  -0.63
N 0.713 0.279 -0.368  -0.65
N 1.543 -1.682 -1.377  -0.88
N -1.126 1.779 1.219  -0.84
C -1.467 0.453 0.717  -0.22
C 1.659 -0.310 -1.187  0.78
C -0.227 -0.398 0.488  -0.22
H 1.232 -2.280 -0.634  0.39
H 0.472 1.191 -0.727  0.41
H -2.199 -0.132 1.287  0.18
H -1.818 2.465 0.939  0.36
H -1.963 0.582 -0.245  0.19
H -1.120 1.767 2.230  0.36
H 0.244 -0.598 1.454  0.18
H -0.546 -1.346 0.046  0.19
H 2.068 -2.108 -2.119  0.41

- lowest unoccupied orbital energy (eV) = 0.8
- strongest force on any atom (eV Å⁻¹) = 0.8
- SMILES = NCCNC(N)=O
- HOMO level (eV) = -9.2

Entry 4:
Computed, not measured: C13H21FN2O6Pd as an isolated structure, with the ωB97M-V functional and the def2-TZVPD basis.

Last column: natural (NBO) charge in e.
Element x y z (Å)
Pd 0.018 -0.089 0.315  -0.10
F -3.536 -5.442 -2.259  -0.38
O 3.326 1.396 0.530  -0.57
O 1.695 -2.977 -0.957  -0.65
O 0.853 -0.826 2.944  -0.57
O 0.198 3.175 0.101  -0.54
O 1.089 -1.677 4.922  -0.57
O 0.469 0.381 4.696  -0.56
N 0.832 -0.698 4.192  0.71
N 0.337 -3.151 0.872  -0.80
C -0.720 3.321 -0.952  -0.25
C 0.485 -5.011 -0.656  -0.72
C -2.491 -1.651 -0.705  0.00
C 1.359 2.486 -0.326  -0.10
C -2.155 -0.367 -0.164  -0.85
C -2.822 -3.192 -2.607  -0.29
C -2.881 -2.744 0.117  -0.26
C -2.482 -1.946 -2.094  -0.25
C 2.171 2.132 0.903  -0.09
C -3.230 -3.992 -0.392  -0.30
C 3.114 -0.015 0.512  -0.25
C 0.903 -3.600 -0.269  0.68
C -3.195 -4.206 -1.751  0.28
H 2.506 3.042 1.407  0.16
H -0.530 -4.989 -1.063  0.24
H -2.794 -3.380 -3.675  0.20
H 0.272 -2.173 1.135  0.43
H -3.527 -4.800 0.269  0.20
H 3.112 -0.426 1.522  0.19
H -1.615 3.798 -0.553  0.17
H -2.909 -2.585 1.190  0.20
H -2.264 0.480 -0.837  0.18
H 1.107 1.569 -0.888  0.19
H -0.382 -3.724 1.281  0.37
H 1.166 -5.377 -1.420  0.21
H -0.995 2.343 -1.359  0.20
H -2.488 -0.177 0.853  0.20
H -2.170 -1.162 -2.777  0.20
H 3.924 -0.446 -0.074  0.17
H 1.929 3.154 -0.992  0.14
H 2.167 -0.306 0.027  0.18
H 0.495 -5.682 0.207  0.20
H 1.551 1.568 1.608  0.22
H -0.310 3.947 -1.759  0.13

- lowest unoccupied orbital energy (eV) = 5.2
- strongest force on any atom (eV Å⁻¹) = 1.0
- total charge = -2
- HOMO level (eV) = 0.4

Entry 5:
Computed, not measured: one molecule with the formula C6H16N2, with the ωB97M-V functional and the def2-TZVPD basis.

Last column: natural (NBO) charge in e.
Element x y z (Å)
N 1.990 -3.374 -1.277  -0.82
N 0.433 -1.720 -0.339  -0.65
C 0.633 -0.432 0.324  -0.21
C -1.249 2.164 -0.113  -0.40
C -0.608 -0.060 1.148  -0.42
C -1.639 0.687 0.311  -0.39
C 1.432 -2.030 -1.353  -0.06
C -0.409 2.883 0.906  -0.62
H 0.598 2.485 0.944  0.20
H 1.495 -0.490 0.972  0.19
H -0.503 -1.728 -0.728  0.35
H -2.232 2.608 -0.248  0.20
H -2.596 0.780 0.825  0.20
H -0.274 3.938 0.642  0.21
H -0.341 0.499 2.041  0.21
H 1.110 -1.850 -2.386  0.17
H 2.275 -1.362 -1.185  0.17
H -1.864 0.165 -0.630  0.19
H 2.457 -3.473 -0.382  0.35
H -1.071 -0.999 1.403  0.22
H -0.832 2.111 -1.119  0.20
H -0.843 2.893 1.903  0.21
H 1.234 -4.048 -1.227  0.35
H 0.803 0.351 -0.432  0.16

- lowest unoccupied orbital energy (eV) = 1.1
- strongest force on any atom (eV Å⁻¹) = 2.0
- SMILES = CCCCCNCN
- HOMO level (eV) = -8.9

Entry 6:
Computed, not measured: a 3-piece molecular cluster, C3H14NO2S2 overall, with the ωB97M-V functional and the def2-TZVPD basis.

Last column: natural (NBO) charge in e.
Element x y z (Å)
S -0.729 0.786 -0.336  0.12
S -2.036 -0.142 -1.344  0.06
O 2.299 1.520 -2.105  -0.97
O -1.111 1.896 2.788  -0.95
N 2.465 -0.468 -0.013  -0.69
C -3.612 -0.975 -1.028  -0.76
C 0.192 -0.400 0.832  -0.58
C 1.165 -1.299 0.052  -0.22
H 0.897 -1.596 -0.900  0.24
H -3.686 -1.948 -1.446  0.25
H -4.337 -0.321 -1.502  0.25
H 3.228 -1.040 -0.403  0.44
H 1.401 -2.181 0.703  0.23
H -0.801 1.373 3.474  0.47
H 2.744 -0.144 0.902  0.43
H -0.619 -0.912 1.362  0.27
H -0.616 2.677 2.637  0.48
H -4.017 -1.053 0.024  0.25
H 0.627 0.091 1.686  0.23
H 2.491 0.387 -0.578  0.47
H 2.713 2.007 -2.716  0.49
H 1.344 1.744 -2.090  0.50

- lowest unoccupied orbital energy (eV) = -3.2
- strongest force on any atom (eV Å⁻¹) = 6.1
- total charge = +1
- HOMO level (eV) = -11.4